[1]
{
  "formula": "C16H15FeN",
  "method": "ωB97M-V/def2-TZVPD",
  "multiplicity": 5,
  "homo_lumo_gap_ha": [0.1919, 0.2958],
  "symbols": ["C", "H", "H", "C", "H", "H", "C", "Fe", "H", "C", "H", "C", "H", "N", "C", "H", "H", "C", "C", "C", "C", "C", "H", "H", "H", "H", "C", "C", "H", "C", "C", "C", "H"],
  "positions_angstrom": [[2.659144, 3.205604, 0.090853], [2.142556, -2.690902, 0.429765], [3.048131, 4.129170, -0.337048], [-0.410288, 1.037782, -0.198484], [2.896623, -2.776115, 2.025453], [-3.254173, 1.711466, -1.944709], [0.830967, 1.600750, 0.322390], [1.130511, -1.059828, 0.693793], [-4.933206, -2.777148, -1.658276], [-2.687653, -0.230945, -1.190097], [1.802404, -1.221854, 2.017337], [-4.021579, -2.267830, -1.347580], [0.720810, 3.432645, -0.830625], [-0.543958, -0.310048, -0.056085], [2.638243, -2.086071, 1.210178], [-3.146425, -4.050876, -0.478277], [1.232993, -0.027198, 1.986627], [-2.496367, 1.149290, -1.397731], [-1.658100, -0.975564, -0.504109], [3.471679, 2.411133, 0.916683], [-3.855077, -0.917658, -1.608207], [-1.377726, 1.781120, -0.907933], [3.571850, 0.635400, 2.161206], [-4.619599, -0.339247, -2.134184], [-1.214269, 2.846922, -1.045943], [3.519577, -1.552970, 0.861191], [-1.835581, -2.355723, -0.273324], [-3.007942, -2.990402, -0.678103], [-1.048181, -2.915023, 0.240310], [1.347146, 2.817200, -0.184871], [1.634455, 0.823341, 1.208877], [2.965421, 1.243819, 1.487141], [4.497614, 2.719762, 1.123779]],
  "forces_ev_per_angstrom": [[-1.07, -0.19, -0.09], [0.46, -0.62, -0.34], [-0.09, -0.23, 0.12], [0.26, 0.68, -0.04], [0.06, 0.22, -0.41], [0.18, -0.12, 0.15], [-0.78, -0.17, -0.24], [-1.93, 0.28, -1.67], [0.23, 0.11, 0.07], [-0.07, -1.93, 0.43], [1.57, -2.13, 0.37], [0.29, -0.21, 0.16], [0.28, -0.18, 0.12], [0.17, -1.02, 0.28], [0.53, -1.27, 1.74], [0.04, 0.20, -0.04], [-0.19, 2.65, -0.63], [0.39, 1.33, -0.13], [-0.92, 0.71, -0.38], [0.22, -0.57, 0.43], [0.46, 0.24, 0.17], [-0.19, -0.26, -0.03], [-0.06, 0.26, -0.14], [0.16, -0.26, 0.17], [-0.23, -0.22, 0.00], [-0.05, 0.01, -0.10], [-0.33, 0.11, -0.18], [-0.01, 0.51, -0.21], [-0.24, 0.19, -0.11], [0.96, 0.22, 0.20], [0.78, 1.33, 0.67], [-0.60, 0.46, -0.27], [-0.28, -0.14, -0.07]]
}

---

[2]
{
  "formula": "C6H8O4",
  "method": "ωB97M-V/def2-TZVPD",
  "smiles": "O=C(O)[C@]1(CO)C=CCO1",
  "de_lowest_ev": 2.0946,
  "homo_lumo_gap_ha": 0.3656,
  "symbols": ["C", "O", "H", "H", "O", "O", "H", "H", "C", "H", "C", "H", "C", "C", "H", "O", "C", "H"],
  "positions_angstrom": [[-2.012568, 0.547851, -0.669494], [2.106274, -1.405409, 0.410355], [-2.468419, -0.833425, 0.938271], [1.737243, -1.628026, 1.270751], [1.659528, 1.344879, 1.307631], [2.015338, 1.433788, -0.888606], [-2.353172, 0.869441, 1.456260], [2.021220, 0.418586, 1.622295], [1.288091, 1.188997, 0.059763], [-0.519298, 0.806552, -2.230459], [0.975814, -1.164533, -0.527001], [0.279339, -2.010878, -0.419318], [0.206464, 0.112824, -0.172241], [-0.795768, 0.550885, -1.209279], [-2.935237, 0.863524, -1.154236], [-0.546480, -0.046278, 1.020396], [-1.944446, 0.119122, 0.763528], [1.286073, -1.167896, -1.578616]],
  "forces_ev_per_angstrom": [[0.23, 0.25, -0.33], [-0.86, 0.66, -1.35], [0.04, 0.19, -0.01], [-0.34, -0.31, -0.11], [1.29, -1.19, 2.50], [-1.29, 1.08, 0.88], [0.11, -0.15, -0.14], [-1.07, 2.47, -0.90], [2.04, -2.65, -2.88], [-0.05, -0.01, 0.35], [-0.02, -0.97, 1.19], [0.06, 0.27, 0.00], [-0.31, 1.14, 0.03], [-0.46, -0.32, -0.04], [0.25, -0.18, 0.09], [-0.20, -0.46, 0.05], [-0.02, -0.07, 0.07], [0.61, 0.25, 0.57]]
}

---

[3]
{
  "formula": "C28H32As2N3O8Pt",
  "method": "ωB97M-V/def2-TZVPD",
  "homo_lumo_gap_ha": [0.2387, 0.2386],
  "total_charge": 1,
  "symbols": ["H", "O", "H", "C", "N", "H", "O", "H", "O", "C", "H", "O", "C", "As", "C", "N", "C", "C", "C", "As", "C", "C", "C", "H", "C", "C", "C", "O", "H", "H", "C", "H", "H", "H", "H", "C", "C", "O", "H", "C", "C", "C", "H", "H", "H", "C", "Pt", "C", "H", "H", "H", "H", "H", "N", "C", "C", "C", "H", "H", "H", "O", "O", "C", "H", "C", "H", "H", "H", "H", "H", "H", "C", "H", "C"],
  "positions_angstrom": [[-0.858329, 5.524191, -2.318483], [1.796516, -3.716910, -2.959216], [-5.449189, 0.462277, 1.015499], [-2.557998, 5.588522, -0.052203], [-0.615155, 2.815222, 0.436105], [2.586187, -4.607204, -4.595751], [-2.068834, 1.623411, -2.114493], [-3.294272, -3.220656, 0.730475], [-3.971018, 0.100748, -0.405034], [1.484016, 0.634873, 1.098406], [2.860756, -5.498013, -3.071956], [-2.252905, 0.003550, -3.656984], [-1.611906, 4.741308, -2.207903], [-0.405702, -1.983683, -2.559714], [-1.228277, 3.605243, -0.145620], [-1.924587, 4.504803, -0.800186], [0.550852, -2.584339, 0.145560], [1.456260, -3.194037, 1.176833], [1.402514, 0.742398, 5.890412], [-1.085223, -2.017602, 1.056359], [2.201421, 0.688023, 4.763379], [-2.738817, 0.973636, -4.600131], [2.315234, 0.666399, 2.222782], [-2.778930, 5.252985, 0.957844], [3.400081, -2.972955, 2.440788], [0.023697, 0.825140, 5.748195], [-0.501366, 0.840376, 4.472529], [-2.749704, 0.664685, 1.386231], [3.860965, 0.547314, -1.307705], [-1.950123, -4.379032, 0.838558], [2.046635, 0.607091, -0.168597], [-4.696671, 1.914687, 0.306594], [3.801401, -4.031350, -3.412434], [-2.061146, 1.823712, -4.643642], [2.923298, -3.038725, 3.418487], [-1.724174, -0.666160, -0.272417], [-2.862475, 0.119366, 0.288082], [2.487333, -2.422213, 1.479819], [-3.729791, 1.314585, -4.307481], [0.794305, -2.621570, -1.162208], [1.978518, -3.389227, -1.670251], [-1.958081, 0.466828, -2.441843], [1.397432, 0.616559, -1.036378], [-2.522931, 5.046909, -2.720514], [1.435212, -1.519005, -4.198963], [-5.056378, 0.908819, 0.105186], [-0.441605, 0.672244, 1.376960], [-2.284864, -3.445752, 0.388480], [-1.910951, 6.467291, -0.003858], [0.303531, -0.161544, -4.176122], [-1.567921, 0.892087, 4.294389], [-3.489423, 5.860060, -0.546781], [4.348442, 0.689557, 2.933532], [0.272003, 0.791224, 3.388610], [1.613883, 0.717301, 3.504062], [3.698691, 0.654526, 2.067680], [3.424726, 0.577274, -0.316911], [-0.633856, 0.869821, 6.603589], [3.718419, -3.964453, 2.126736], [4.241410, -2.288492, 2.466189], [2.930585, -3.735180, -1.026613], [1.180568, -4.237222, 1.715308], [0.863300, -0.857147, -3.554839], [-2.267971, -3.521982, -0.697551], [2.837991, -4.518461, -3.544367], [-5.805621, 0.908094, -0.678106], [-1.259509, 3.814147, -2.650281], [-2.779789, 0.458992, -5.553750], [5.326456, 0.584991, 0.678855], [3.275851, 0.619641, 4.853145], [1.849335, 0.718247, 6.875217], [4.251922, 0.599173, 0.800956], [1.538582, -0.315146, -2.897705], [-1.382815, -0.610254, -1.574818]],
  "forces_ev_per_angstrom": [[0.01, 0.00, 0.01], [0.02, 0.10, -0.02], [0.01, 0.01, 0.01], [0.00, 0.02, 0.03], [-0.06, -0.24, -0.19], [-0.01, 0.00, 0.00], [-0.15, -0.09, 0.05], [0.00, 0.00, 0.00], [-0.02, 0.04, -0.04], [0.22, 0.03, -0.11], [0.01, 0.01, 0.01], [-0.04, -0.02, 0.04], [0.01, -0.02, -0.05], [0.00, -0.06, -0.12], [0.04, 0.00, 0.03], [-0.04, 0.01, 0.00], [0.06, 0.05, -0.06], [0.08, -0.25, -0.04], [-0.01, 0.00, -0.03], [-0.32, -0.22, -0.10], [-0.01, 0.03, 0.02], [-0.01, 0.01, 0.01], [-0.07, 0.01, -0.03], [0.00, 0.00, 0.00], [0.00, -0.04, 0.05], [0.02, 0.03, -0.03], [-0.10, 0.03, 0.03], [0.13, 0.10, -0.06], [0.00, 0.00, 0.00], [-0.01, -0.01, -0.01], [-0.08, 0.00, 0.02], [-0.02, 0.01, -0.01], [0.01, -0.01, -0.02], [0.00, 0.00, -0.04], [0.00, -0.01, -0.01], [-0.26, -0.19, -0.03], [0.15, -0.08, 0.10], [-0.02, 0.10, -0.02], [0.00, 0.00, 0.01], [-0.07, 0.02, 0.11], [0.03, -0.17, 0.03], [0.16, 0.00, -0.08], [0.01, 0.01, 0.01], [-0.01, 0.01, 0.02], [0.00, 0.01, -0.01], [0.01, -0.04, 0.00], [0.26, 0.97, 0.58], [0.11, -0.01, 0.02], [0.01, -0.01, 0.00], [-0.01, 0.01, 0.02], [0.00, -0.02, -0.01], [0.00, -0.01, -0.01], [0.00, 0.00, 0.00], [-0.10, -0.44, -0.33], [0.04, 0.02, 0.10], [-0.02, -0.02, 0.04], [0.03, 0.00, 0.02], [0.00, 0.00, 0.00], [0.01, 0.01, -0.02], [0.00, 0.01, 0.00], [-0.01, 0.07, 0.06], [-0.01, 0.08, -0.04], [-0.04, -0.02, 0.03], [0.03, 0.02, 0.00], [0.01, -0.01, 0.01], [0.00, 0.00, 0.00], [0.01, 0.05, 0.01], [-0.01, 0.00, 0.00], [0.00, 0.00, 0.01], [0.00, 0.01, 0.00], [0.01, 0.00, 0.00], [0.01, 0.00, -0.04], [0.00, -0.01, -0.01], [0.01, 0.15, 0.01]]
}